1.
Below is C3H6N2O in the gas phase in a non-equilibrium geometry, with properties calculated with ωB97M-V/def2-TZVPD.

Cartesian coordinates (Å):
C1 1.095 0.339 0.906
C2 0.564 0.366 -0.506
N1 1.122 0.835 -1.545
N2 -0.713 -0.197 -0.700
C3 -1.402 -0.731 0.292
O1 -2.592 -1.210 -0.107
H1 2.088 0.794 0.936
H2 1.151 -0.688 1.280
H3 0.426 0.882 1.580
H4 2.035 1.221 -1.315
H5 -1.066 -0.165 -1.652
H6 -2.709 -1.445 0.829

Output
Gap between HOMO and LUMO   10.136 eV
Relative energy (zero: lowest compared OMol25 entry of this formula, charge and spin)   54.8 kcal/mol
E_HOMO   -9.13 eV
E_LUMO   1.007 eV


2.
Below is a 4-piece molecular cluster, C16H26F3IO13 overall, with properties calculated with ωB97M-V/def2-TZVPD.

Cartesian coordinates (Å):
O1 -3.379 4.359 2.096
C1 -2.913 3.736 1.212
O2 -3.211 3.923 -0.109
C2 -2.771 2.781 -0.828
I1 -1.984 3.395 -2.721
C3 -1.693 2.161 0.080
C4 -1.720 0.643 0.148
C5 -0.414 0.017 0.633
O3 -0.079 0.384 1.968
C6 0.804 1.458 2.143
C7 2.233 1.154 1.657
F1 2.471 1.668 0.437
F2 3.148 1.679 2.477
F3 2.467 -0.155 1.573
O4 -1.995 2.760 1.354
H1 -3.615 2.123 -1.047
H2 -0.699 2.508 -0.239
H3 -2.563 0.311 0.769
H4 -1.904 0.269 -0.872
H5 0.396 0.254 -0.070
H6 -0.525 -1.075 0.645
H7 0.480 2.380 1.642
H8 0.855 1.660 3.217
C8 -0.285 5.905 2.913
O5 0.495 7.004 2.427
C9 1.090 6.781 1.259
O6 1.021 5.768 0.609
O7 1.785 7.868 0.926
C10 2.483 7.764 -0.319
H9 -0.707 6.234 3.857
H10 -1.087 5.664 2.219
H11 0.346 5.032 3.070
H12 1.784 7.598 -1.137
H13 3.205 6.950 -0.287
H14 2.993 8.714 -0.448
C11 2.465 -2.852 -0.304
O8 1.887 -4.164 -0.332
C12 2.205 -4.934 0.710
O9 2.917 -4.623 1.627
O10 1.593 -6.109 0.553
C13 1.838 -7.049 1.605
H15 2.115 -2.362 -1.208
H16 2.128 -2.308 0.575
H17 3.551 -2.911 -0.306
H18 1.487 -6.655 2.557
H19 2.900 -7.275 1.675
H20 1.279 -7.939 1.337
C14 0.392 -5.268 -3.043
O11 -0.717 -4.455 -3.455
C15 -1.905 -5.037 -3.317
O12 -2.107 -6.151 -2.908
O13 -2.845 -4.173 -3.713
C16 -4.180 -4.680 -3.627
H21 1.276 -4.662 -3.214
H22 0.316 -5.517 -1.989
H23 0.440 -6.177 -3.639
H24 -4.427 -4.939 -2.599
H25 -4.297 -5.559 -4.259
H26 -4.821 -3.877 -3.978

Output
SMILES   O=C1O[C@@H](I)[C@H](CCOCC(F)(F)F)O1.COC(=O)OC.COC(=O)OC.COC(=O)OC
Gap between HOMO and LUMO   10.240 eV
E_HOMO   -10.22 eV
E_LUMO   0.022 eV


3.
Below is C20H40NOP3SYb as an isolated structure in a non-equilibrium geometry, with properties calculated with ωB97M-V/def2-TZVPD.

Cartesian coordinates (Å):
Yb1 -0.160 0.134 -0.154
P1 0.465 -2.858 -0.377
P2 2.579 -0.069 1.323
P3 -3.320 0.283 0.166
H1 2.087 5.099 0.826
C1 1.015 4.893 0.917
C2 0.467 4.571 2.104
H2 1.074 4.514 3.014
C3 1.189 -2.720 -2.051
C4 1.667 -4.018 0.386
C5 -0.838 -4.111 -0.718
C6 2.873 1.470 2.286
C7 2.962 -1.272 2.664
C8 4.195 -0.131 0.452
C9 -2.970 1.954 0.735
C10 -4.649 -0.506 1.060
C11 -3.556 0.370 -1.616
H3 0.413 5.026 0.012
H4 -0.613 4.421 2.223
H5 1.540 -3.707 -2.382
H6 2.028 -2.012 -2.030
H7 0.434 -2.341 -2.753
H8 1.759 -4.897 -0.270
H9 1.294 -4.339 1.369
H10 2.647 -3.541 0.509
H11 -0.369 -5.036 -1.081
H12 -1.538 -3.728 -1.472
H13 -1.392 -4.328 0.205
H14 3.942 1.720 2.249
H15 2.570 1.326 3.331
H16 2.295 2.301 1.860
H17 4.045 -1.266 2.851
H18 2.646 -2.279 2.365
H19 2.429 -0.991 3.579
H20 5.001 -0.223 1.194
H21 4.323 0.789 -0.134
H22 4.213 -0.995 -0.227
H23 -3.590 2.673 0.185
H24 -1.918 2.248 0.585
H25 -3.203 2.073 1.797
H26 -5.568 0.081 0.924
H27 -4.410 -0.578 2.135
H28 -4.815 -1.528 0.683
H29 -4.496 0.897 -1.858
H30 -3.601 -0.653 -2.017
H31 -2.726 0.904 -2.102
C12 0.626 1.233 -2.937
C13 0.886 0.421 -4.075
C14 0.194 0.630 -5.258
C15 -0.693 1.710 -5.379
C16 -0.943 2.540 -4.281
C17 -0.260 2.348 -3.089
O1 1.117 0.922 -1.746
H32 -2.215 -0.552 0.493
H33 1.655 -0.354 -3.995
H34 0.343 -0.047 -6.102
H35 -1.178 1.938 -6.328
H36 -1.673 3.349 -4.359
H37 -0.355 3.038 -2.241
S1 -1.370 -2.230 3.862
C18 -0.733 -0.715 4.449
C19 -0.332 0.089 3.411
N1 -0.538 -0.483 2.156
C20 -1.060 -1.711 2.266
H38 -0.683 -0.472 5.502
H39 0.136 1.073 3.487
H40 -1.343 -2.346 1.417

Output
Net charge   +3
Gap between HOMO and LUMO (spin up / spin down)   7.927 / 5.620 eV
⟨S²⟩   0.78
Relative energy (zero: lowest compared OMol25 entry of this formula, charge and spin)   0.0 kcal/mol
E_HOMO (spin up / spin down)   -16.77 / -16.77 eV
Multiplicity   2
E_LUMO (spin up / spin down)   -8.847 / -11.153 eV


4.
Below is C12H12N4OS2 in the gas phase in a non-equilibrium geometry, with properties calculated with ωB97M-V/def2-TZVPD.

Cartesian coordinates (Å):
N1 7.943 0.971 1.362
O1 -0.463 1.911 -1.509
S1 0.427 -1.527 1.992
C1 7.286 0.848 0.422
S2 6.308 0.762 -1.124
C2 -0.571 1.281 -0.478
C3 -0.262 -0.280 1.127
C4 3.591 0.608 -1.751
C5 4.116 0.424 0.547
C6 2.220 0.579 -1.490
C7 2.722 0.367 0.830
C8 4.558 0.531 -0.757
C9 1.770 0.466 -0.171
N2 0.382 0.479 0.130
N3 -1.759 1.168 0.209
N4 -1.612 0.094 1.151
C10 -3.002 1.472 -0.449
C11 -2.729 0.307 3.362
C12 -2.703 -0.420 2.003
H1 3.929 0.777 -2.772
H2 4.819 0.344 1.346
H3 1.470 0.697 -2.269
H4 2.430 0.268 1.875
H5 -2.915 2.451 -0.987
H6 -3.223 0.691 -1.166
H7 -3.842 1.538 0.249
H8 -3.492 -0.113 3.992
H9 -2.923 1.404 3.197
H10 -1.798 0.155 3.922
H11 -3.701 -0.350 1.468
H12 -2.572 -1.497 2.141

Output
SMILES   CCn1c(=S)n(-c2ccc(SC#N)cc2)c(=O)n1C
Gap between HOMO and LUMO   8.950 eV
Relative energy (zero: lowest compared OMol25 entry of this formula, charge and spin)   0.7 kcal/mol
E_HOMO   -8.48 eV
E_LUMO   0.469 eV


Number 1: energy -302.60571 hartree. Number 2: energy -2200.71951 hartree. Number 3: energy -3496.02228 hartree. Number 4: energy -1555.07707 hartree.